1.
Here is a 11-piece molecular cluster, C32H81N5O15PS2 overall from the Open Molecules 2025 dataset. Energies are from ωB97M-V/def2-TZVPD.

Summary:
HOMO level, eV: -10.5365
LUMO energy, eV: -4.7
Orbital gap, eV: 5.882
Largest force on an atom, hartree/bohr: 0.203
Total charge: +1

Each line ends with the Mulliken charge.
Element x y z (Å)
C: 1.69 1.08 3.10  -0.79
C: 2.41 1.54 1.70  -0.07
C: 2.70 0.27 0.66  -0.34
C: 1.47 0.24 -0.47  -0.17
N: 1.36 1.21 -1.62  0.59
S: 2.37 2.53 -2.17  1.00
C: 2.92 3.73 -0.85  -0.84
O: 1.56 3.37 -3.23  -0.54
O: 3.67 1.98 -2.88  -0.58
N: 0.19 0.84 -2.26  -0.56
C: -0.58 -0.34 -1.67  0.18
C: -1.99 -0.98 -2.18  -0.42
C: -3.22 0.15 -2.31  -0.61
C: -3.93 0.18 -0.79  -0.22
C: -4.96 1.45 -0.62  -0.58
S: -4.23 2.54 0.75  -0.10
C: -3.38 4.01 -0.07  0.25
N: -3.35 5.44 0.48  -0.33
N: -2.68 6.37 -0.33  -0.14
C: -2.23 5.51 -1.50  -0.06
O: -2.63 4.10 -1.34  -0.19
N: 0.29 -0.75 -0.51  0.53
P: 0.09 -2.08 0.66  -0.10
O: 1.64 -2.95 0.63  -0.30
O: -1.07 -3.27 0.17  -0.39
H: 0.52 1.27 2.95  0.22
H: 2.02 1.83 3.96  0.33
H: 1.91 -0.03 3.40  0.08
H: 3.48 2.04 1.86  0.27
H: 1.65 2.24 1.14  0.03
H: 2.72 -0.68 1.34  0.18
H: 3.76 0.33 0.14  0.37
H: 3.49 4.64 -1.36  0.37
H: 3.71 3.28 -0.08  0.29
H: 2.04 4.19 -0.21  0.37
H: -1.83 -1.40 -3.29  0.29
H: -2.43 -1.84 -1.52  0.23
H: -2.85 1.20 -2.65  0.32
H: -4.07 -0.31 -3.02  0.35
H: -3.03 0.23 -0.02  0.24
H: -4.46 -0.86 -0.58  0.10
H: -6.02 1.02 -0.33  0.36
H: -4.98 2.01 -1.67  0.40
H: -1.62 6.02 -2.36  0.37
H: 1.83 -3.06 -0.37  0.33
H: -0.79 -3.63 -0.72  0.23
C: -0.77 -6.09 -3.49  -0.90
C: -1.58 -4.90 -3.96  -0.39
O: -1.60 -3.90 -2.95  -0.36
H: -1.19 -6.51 -2.57  0.10
H: -0.75 -6.88 -4.25  0.46
H: 0.26 -5.79 -3.27  0.30
H: -2.62 -5.20 -4.16  0.32
H: -1.16 -4.47 -4.87  0.31
H: -0.68 -3.64 -2.78  0.16
C: -7.56 -2.68 0.31  -1.24
C: -6.33 -2.97 1.14  -0.12
O: -5.50 -1.82 1.19  -0.46
H: -7.29 -2.38 -0.71  0.27
H: -8.21 -3.56 0.26  0.39
H: -8.13 -1.85 0.74  0.35
H: -5.75 -3.78 0.69  0.34
H: -6.60 -3.25 2.16  0.21
H: -6.02 -1.10 1.59  0.24
C: -1.20 -9.55 0.16  -1.14
C: -0.52 -8.54 -0.76  -0.17
O: -1.18 -7.29 -0.66  -0.45
H: -2.25 -9.66 -0.11  0.30
H: -0.71 -10.52 0.09  0.36
H: -1.17 -9.21 1.20  0.31
H: -0.58 -8.88 -1.80  0.32
H: 0.53 -8.41 -0.49  0.25
H: -1.12 -6.99 0.27  0.22
C: 2.34 -6.29 2.73  -0.98
C: 3.67 -6.03 2.04  -0.14
O: 3.44 -5.57 0.71  -0.54
H: 1.76 -7.03 2.17  0.18
H: 2.50 -6.66 3.75  0.32
H: 1.75 -5.37 2.77  0.18
H: 4.25 -6.96 1.98  0.38
H: 4.26 -5.29 2.58  0.31
H: 2.93 -4.74 0.78  0.29
C: 7.84 -6.61 1.50  -1.08
C: 7.03 -5.42 1.03  -0.02
O: 7.01 -4.42 2.04  -0.52
H: 7.42 -7.02 2.42  0.27
H: 7.86 -7.39 0.74  0.31
H: 8.87 -6.31 1.72  0.38
H: 5.99 -5.72 0.83  0.09
H: 7.45 -4.99 0.12  0.27
H: 7.93 -4.15 2.21  0.31
C: 1.50 -4.16 6.24  -1.00
C: 2.18 -3.16 5.33  0.20
O: 1.52 -1.90 5.42  -0.51
H: 0.45 -4.28 5.97  0.17
H: 1.99 -5.14 6.17  0.31
H: 1.53 -3.82 7.28  0.41
H: 2.12 -3.49 4.29  -0.13
H: 3.23 -3.02 5.59  0.29
H: 1.58 -1.61 6.35  0.29
C: -4.61 -4.13 4.05  -0.77
C: -3.59 -4.67 5.03  -0.32
O: -2.99 -5.85 4.50  -0.48
H: -5.38 -4.87 3.85  0.30
H: -5.08 -3.22 4.45  0.34
H: -4.13 -3.88 3.10  0.14
H: -4.07 -4.94 5.98  0.35
H: -2.80 -3.94 5.23  0.18
H: -2.56 -5.60 3.66  0.27
C: -0.29 9.22 0.66  -0.68
C: -0.50 9.23 2.16  -0.46
O: -1.84 8.89 2.47  -0.52
H: -0.96 9.93 0.18  0.26
H: 0.74 9.48 0.41  0.30
H: -0.51 8.23 0.25  0.22
H: -0.29 10.22 2.57  0.31
H: 0.16 8.51 2.66  0.27
H: -2.01 8.01 2.11  0.29
C: 1.70 9.21 -3.83  -1.07
C: 0.80 8.92 -2.65  -0.09
O: 0.16 7.66 -2.83  -0.42
H: 1.12 9.22 -4.77  0.26
H: 2.20 10.18 -3.72  0.32
H: 2.46 8.43 -3.94  0.36
H: 0.03 9.68 -2.56  0.30
H: 1.37 8.89 -1.72  0.13
H: 0.86 6.99 -2.90  0.22
C: 2.24 13.18 -7.11  -1.06
C: 1.53 11.85 -7.16  -0.28
O: 1.47 11.28 -5.87  -0.42
H: 3.26 13.06 -6.72  0.27
H: 2.30 13.64 -8.10  0.34
H: 1.73 13.88 -6.44  0.35
H: 2.06 11.16 -7.82  0.28
H: 0.51 11.97 -7.54  0.26
H: 0.99 11.90 -5.29  0.25

2.
Here is C26H55BrN2OsSb2Si as an isolated structure from the Open Molecules 2025 dataset. Energies are from ωB97M-V/def2-TZVPD.

Summary:
HOMO level (spin up / spin down), eV: -18.2430 / -18.5772
LUMO energy (spin up / spin down), eV: -10.5 / -13.5
Orbital gap (spin up / spin down), eV: 7.730 / 5.089
Spin multiplicity: 5
ΔE to the lowest compared entry with this formula, charge and spin, kcal per mole: 0.0
Largest force on an atom, hartree/bohr: 0.009
<S²>: 6.031
Total charge: +4

Each line ends with the Löwdin spin population.
Element x y z (Å)
Os: 0.85 2.31 1.36  1.93
N: -1.09 2.88 2.23  0.01
C: -2.13 2.87 1.15  0.01
C: -1.54 3.52 -0.08  0.01
N: -0.30 2.76 -0.44  0.02
H: -1.41 2.29 2.99  0.00
H: -1.03 3.81 2.62  0.00
H: -3.03 3.39 1.48  0.00
H: -2.38 1.83 0.94  0.00
H: -1.25 4.55 0.12  0.00
H: -2.25 3.52 -0.91  0.00
H: 0.20 3.27 -1.18  0.00
H: -0.57 1.87 -0.87  0.01
C: 4.69 0.54 0.33  0.00
Sb: 3.18 2.01 0.17  0.06
C: 3.38 2.65 -1.82  0.00
C: 4.05 3.79 1.20  0.08
C: 5.26 3.61 2.00  0.24
C: 6.46 4.22 1.54  0.03
C: 7.52 4.38 2.38  0.10
C: 7.43 3.90 3.71  0.25
C: 6.30 3.22 4.16  0.01
C: 5.24 2.98 3.31  0.14
C: 4.23 1.95 3.72  0.01
Sb: 2.06 2.02 3.72  0.03
C: 1.61 3.37 5.28  0.00
C: 1.81 0.11 4.58  0.01
H: 5.65 1.05 0.32  0.00
H: 4.62 -0.10 -0.55  0.00
H: 4.58 -0.07 1.22  0.00
H: 4.43 2.70 -2.08  0.00
H: 2.93 3.64 -1.95  0.00
H: 2.88 1.94 -2.49  0.00
H: 3.22 4.12 1.81  0.02
H: 4.21 4.50 0.39  0.00
H: 6.48 4.65 0.54  0.00
H: 8.41 4.91 2.06  0.00
H: 8.28 4.01 4.38  0.01
H: 6.29 2.80 5.15  0.00
H: 4.44 1.68 4.76  0.00
H: 4.41 1.04 3.13  0.01
H: 2.40 3.29 6.03  0.00
H: 0.66 3.09 5.73  0.00
H: 1.56 4.40 4.92  0.00
H: 1.99 0.19 5.65  0.00
H: 2.51 -0.58 4.14  0.00
H: 0.79 -0.24 4.42  0.00
C: -5.15 -0.82 -2.01  0.06
C: -4.97 -2.29 -1.75  0.34
C: -5.29 -2.68 -0.33  0.06
C: -5.53 -3.21 -2.80  0.07
Si: -2.75 -2.65 -1.98  0.18
Br: -1.85 -0.84 -0.85  0.03
C: -2.25 -2.46 -3.81  0.04
C: -2.95 -1.31 -4.54  0.00
C: -2.53 -3.78 -4.55  0.00
C: -0.73 -2.16 -3.86  0.02
C: -2.27 -4.20 -0.98  0.05
C: -3.12 -5.41 -1.39  0.00
C: -0.80 -4.45 -1.39  0.02
C: -2.31 -4.00 0.54  0.00
H: -6.24 -0.68 -2.06  0.03
H: -4.75 -0.47 -2.95  0.00
H: -4.78 -0.21 -1.19  0.00
H: -6.34 -2.40 -0.19  0.03
H: -4.71 -2.12 0.40  0.00
H: -5.21 -3.75 -0.14  0.00
H: -6.62 -3.18 -2.66  0.03
H: -5.24 -4.25 -2.68  0.01
H: -5.33 -2.88 -3.82  0.00
H: -4.02 -1.48 -4.70  0.00
H: -2.50 -1.21 -5.53  0.00
H: -2.82 -0.35 -4.02  0.00
H: -3.58 -4.07 -4.53  0.00
H: -1.94 -4.61 -4.17  0.00
H: -2.25 -3.65 -5.60  0.00
H: -0.50 -1.18 -3.45  0.00
H: -0.45 -2.16 -4.91  0.00
H: -0.12 -2.91 -3.36  0.00
H: -3.13 -5.58 -2.46  0.00
H: -4.14 -5.35 -1.03  0.00
H: -2.68 -6.30 -0.92  0.00
H: -0.69 -4.76 -2.43  0.00
H: -0.45 -5.29 -0.77  0.01
H: -0.15 -3.60 -1.19  0.00
H: -3.30 -3.78 0.93  0.00
H: -1.62 -3.23 0.87  0.00
H: -1.99 -4.94 1.00  0.00

3.
Here is C12H28O22S5 as an isolated structure from the Open Molecules 2025 dataset. Energies are from ωB97M-V/def2-TZVPD.

Summary:
HOMO level, eV: -10.8807
LUMO energy, eV: 0.1
Orbital gap, eV: 11.003
Largest force on an atom, hartree/bohr: 0.085

Each line ends with the natural charge from an NBO analysis.
Element x y z (Å)
C: 9.93 12.74 13.60  -0.25
O: 8.61 12.25 13.50  -0.74
H: 9.80 13.83 13.39  0.17
H: 10.27 12.67 14.65  0.17
H: 10.57 12.25 12.90  0.19
H: 8.71 11.34 13.24  0.48
C: 5.43 17.40 14.92  -0.23
O: 5.65 16.09 14.70  -0.73
H: 4.88 17.60 15.82  0.16
H: 6.37 17.89 14.94  0.18
H: 4.86 17.87 14.07  0.14
H: 4.79 15.67 14.49  0.48
C: 5.99 12.32 16.93  -0.12
C: 6.77 12.75 15.62  -0.12
O: 5.98 12.10 14.60  -0.72
S: 4.45 12.05 15.07  2.59
O: 3.79 11.04 14.32  -0.88
O: 3.96 13.35 15.18  -0.94
O: 4.89 11.54 16.47  -0.69
H: 5.62 13.18 17.51  0.20
H: 6.61 11.65 17.65  0.22
H: 7.80 12.37 15.51  0.24
H: 6.67 13.81 15.47  0.21
C: 7.94 10.71 7.12  -0.10
C: 6.73 10.77 8.08  -0.10
O: 7.22 9.99 9.22  -0.71
S: 8.74 10.13 9.45  2.56
O: 9.38 8.89 9.92  -0.90
O: 9.08 11.25 10.26  -0.94
O: 9.06 10.33 7.94  -0.69
H: 8.10 11.68 6.57  0.22
H: 7.67 9.87 6.40  0.21
H: 5.82 10.29 7.81  0.22
H: 6.50 11.78 8.40  0.22
C: 6.70 9.09 13.42  -0.11
C: 7.65 7.93 12.99  -0.14
O: 8.04 7.36 14.23  -0.67
S: 8.37 8.63 15.14  2.59
O: 9.63 9.08 14.81  -0.94
O: 8.13 8.43 16.53  -0.91
O: 7.23 9.54 14.66  -0.70
H: 5.65 8.79 13.53  0.22
H: 6.70 9.96 12.72  0.21
H: 8.50 8.18 12.37  0.22
H: 7.12 7.14 12.39  0.22
C: 6.82 18.10 9.39  -0.09
C: 6.12 18.91 10.43  -0.11
O: 5.52 20.02 9.69  -0.68
S: 6.70 20.58 8.72  2.52
O: 7.45 21.56 9.45  -0.88
O: 6.24 20.80 7.42  -0.88
O: 7.51 19.12 8.69  -0.70
H: 6.11 17.60 8.74  0.21
H: 7.57 17.41 9.79  0.20
H: 6.84 19.32 11.12  0.19
H: 5.34 18.44 11.01  0.22
C: 6.35 14.15 11.95  -0.12
C: 7.55 14.07 10.94  -0.11
O: 7.00 14.35 9.64  -0.68
S: 5.35 14.17 9.76  2.52
O: 4.85 13.17 8.87  -0.90
O: 4.75 15.49 9.76  -0.92
O: 5.22 13.63 11.23  -0.66
H: 6.22 15.21 12.15  0.19
H: 6.49 13.64 12.84  0.24
H: 7.92 13.06 10.88  0.23
H: 8.29 14.84 11.14  0.20